Record 1
A molecular structure, C23H26As2N3O2Ti, computed with ωB97M-V/def2-TZVPD.

Structure (XYZ):
```
57
Properties=species:S:1:pos:R:3:forces:R:3
Ti -0.2931 -0.2277 0.6274 -0.1260 2.8451 0.0291
O 3.6851 -3.1409 2.1637 0.1447 -0.1946 -0.0185
C 3.3702 -2.4317 3.2547 -0.2642 0.2401 0.0214
C 4.1970 -2.5481 4.3731 0.0610 -0.0388 -0.0909
C 3.9518 -1.8200 5.5168 -0.0595 -0.1084 -0.2087
C 2.8635 -0.9554 5.5794 -0.1214 0.1831 0.0993
C 2.0253 -0.8391 4.4964 -0.0361 -0.0781 -0.1016
C 2.2538 -1.5703 3.3201 0.1945 0.0690 0.2081
C 1.3140 -1.4374 2.2210 0.5320 -1.3444 -0.4620
O 0.2965 -0.6118 2.3185 0.0478 -0.2842 1.5368
N 1.4380 -2.2067 1.1450 0.9900 -0.3416 0.8811
N 0.4221 -1.9357 0.3005 -0.2209 -1.0135 -0.5021
C -0.2319 -2.7825 -0.4639 -0.0336 -0.5410 -0.1495
C -1.5207 -2.2968 -0.8133 -0.4567 -0.2804 -0.0103
C -2.4791 -3.0012 -1.5638 0.0933 0.1032 0.1044
C -3.7571 -2.5116 -1.6732 0.2061 0.0913 0.1183
C -4.0826 -1.2989 -1.0414 0.2266 0.1080 0.1386
C -3.1091 -0.6426 -0.3294 -0.8390 0.2487 -0.1319
N -1.8518 -1.0944 -0.2107 -0.5375 -1.1364 -0.9871
H 2.9667 -3.0674 1.4996 -0.0366 0.0966 0.1136
H 5.0263 -3.2328 4.3108 0.1461 -0.0804 -0.0086
H 4.5982 -1.9340 6.3733 0.0923 -0.0067 0.0513
H 2.6781 -0.3844 6.4757 -0.0520 0.0360 0.0699
H 1.1593 -0.1908 4.5290 0.0375 0.0095 0.0467
H 0.1195 -3.7848 -0.6804 -0.0276 0.0212 -0.0189
H -2.1988 -3.9386 -2.0155 0.0246 -0.1268 -0.0617
H -4.5135 -3.0639 -2.2076 -0.0309 -0.0346 -0.1162
H -5.0751 -0.8855 -1.1028 -0.1125 0.0211 0.0419
H -3.3349 0.2821 0.2100 0.0453 -0.2829 -0.2546
C 4.0051 0.6189 -0.1987 -0.2930 -0.4135 -0.2337
As 2.0562 0.9001 0.0120 0.7985 1.4700 0.1611
C 2.1537 1.6364 1.8384 -0.0111 0.0805 0.3728
C 1.7271 2.7083 -0.7162 -0.2419 -0.1691 -0.0759
C 2.7421 3.4747 -1.2790 0.0760 -0.3355 0.0526
C 2.5374 4.8060 -1.5988 -0.0436 0.0007 0.0571
C 1.3121 5.3963 -1.3411 0.0541 -0.0035 -0.0348
C 0.2857 4.6379 -0.8084 -0.2656 -0.0891 0.1628
C 0.4679 3.2918 -0.5052 0.0658 -0.3013 0.0140
As -1.0520 2.2242 0.1713 -0.2753 2.1002 -0.4722
C -1.6772 3.3210 1.6827 0.0042 -0.2784 0.1389
C -2.4247 2.7575 -1.1439 0.0288 -0.2494 -0.0116
H 4.5779 1.4563 0.2095 -0.3307 -0.0229 -0.0533
H 4.2816 0.4473 -1.2429 -0.1314 0.0701 0.1621
H 4.2547 -0.2856 0.3682 -0.1181 0.1560 -0.0786
H 2.6905 2.5906 1.8231 -0.1155 -0.1860 -0.1384
H 2.6787 0.9446 2.5009 -0.1198 0.0200 -0.0845
H 1.1412 1.7927 2.2368 0.3727 0.0276 -0.0608
H 3.7076 3.0210 -1.4626 0.0502 0.0593 -0.0126
H 3.3384 5.3861 -2.0275 0.1082 0.0598 -0.0711
H 1.1561 6.4414 -1.5587 -0.0361 0.0886 -0.0307
H -0.6709 5.1116 -0.6128 0.0355 -0.0053 -0.0473
H -1.9452 4.3326 1.3658 0.1223 -0.2079 -0.0880
H -0.9065 3.3726 2.4561 -0.0749 -0.0038 -0.1482
H -2.5625 2.8384 2.1117 0.1462 0.1013 -0.0910
H -2.3318 3.8219 -1.3726 0.0870 -0.1824 0.1066
H -3.4275 2.5767 -0.7453 0.2020 -0.0389 0.0276
H -2.3058 2.1828 -2.0661 0.0182 0.0732 0.1389
```
Forces are in eV/Å.

## Properties
Energy above the lowest of the compared OMol25 structures with the same formula, charge and spin in kJ/mol: 139.4
LUMO (alpha / beta) in eV: -2.98 / -3.91
2S+1: 3
Net charge: +1
M in g mol⁻¹: 574.19
Frontier orbital gap (alpha / beta) in Ha: 0.240 / 0.251
E_HOMO (alpha / beta) in eV: -9.51 / -10.73

***

Record 2
7 unconnected molecules or ions with the total composition C31H60Br14N2O3S, computed with ωB97M-V/def2-TZVPD.

Structure (XYZ):
```
111
Properties=species:S:1:pos:R:3:forces:R:3
C 1.0543 0.0251 -7.2053 -0.2605 0.0210 -0.4150
O 1.6748 1.0692 -6.5042 0.2654 0.1373 0.1050
C 2.6803 0.6001 -5.6399 -0.3685 -0.1694 0.8886
C 2.8666 1.5030 -4.4095 0.4498 -0.9969 -0.7099
C 3.6190 0.6848 -3.3254 0.0794 1.3288 0.1052
C 3.0465 0.7789 -1.8970 0.4767 -1.6765 -0.4445
C 1.9409 -0.2355 -1.4792 -1.4538 3.2414 -0.8992
C 1.9541 -1.6321 -2.0590 1.7083 -1.1046 0.2285
N 2.9461 -2.5478 -1.4516 0.0647 -0.0862 -0.1861
C 0.5736 0.3560 -2.0087 -1.3236 -2.5556 0.1611
S -0.0896 -0.1664 -3.6627 0.3880 0.3943 -0.9546
N -0.4092 -0.2821 -1.0639 0.2644 1.1051 -0.5555
C 0.2747 -0.8041 0.0740 1.2838 2.2373 -1.6905
O -0.1301 -1.6464 0.7767 -1.0537 -1.4492 1.6735
C 1.6334 -0.0169 0.0588 -0.2696 -1.5709 -0.8156
O 1.1765 1.3126 0.2523 0.4697 0.1293 0.2420
C 0.8406 1.6304 1.6093 0.5214 0.5413 0.4622
C -0.4563 2.4155 1.9008 -1.2096 -0.4852 -0.1205
C -1.2621 1.5984 2.9375 1.4426 0.3050 0.3268
C -1.4264 2.8287 0.7615 -0.5480 -0.2030 -0.1273
C -2.5666 1.7998 0.5432 0.6913 0.6665 -0.9823
C -0.8005 3.3131 -0.5637 0.3300 0.2866 0.6841
C 2.8072 -0.4992 0.9224 -0.1074 -0.2916 1.3420
Br 3.9951 1.0010 1.4664 -0.1377 0.0281 -0.3197
C 2.4392 -1.3390 2.1913 0.6619 0.0949 0.1087
C 3.3502 -1.1836 3.4017 -0.4150 -0.6984 0.3349
Br 2.5327 -3.2678 1.7485 -0.1797 0.1901 -0.0302
H 0.7002 -0.7644 -6.5390 0.1115 -0.0714 0.1373
H 0.1842 0.4376 -7.7066 -0.0759 0.1357 -0.0732
H 1.7033 -0.4079 -7.9741 0.1334 -0.0602 0.0655
H 3.6547 0.4612 -6.1252 -0.0681 0.1022 -0.2956
H 2.3900 -0.3818 -5.2545 -0.1314 -0.1766 -0.1182
H 3.4961 2.3194 -4.7481 -0.1131 0.4575 0.2817
H 1.9183 1.8966 -4.0578 -0.1917 -0.0182 -0.0500
H 4.5991 1.1563 -3.2632 0.2251 -0.1640 0.1145
H 3.8223 -0.3297 -3.6566 -0.1788 -0.2345 0.0479
H 2.6458 1.7712 -1.7410 0.1275 0.2685 0.2598
H 3.8984 0.6136 -1.2431 0.0369 0.2133 0.2192
H 2.2151 -1.5391 -3.1068 -0.2566 0.2880 -0.2186
H 0.9894 -2.1242 -2.0640 -0.3243 0.2508 0.3074
H 2.5231 -3.4553 -1.3001 -0.0090 0.1016 0.2824
H 3.7009 -2.7321 -2.1026 0.0527 0.1838 0.0390
H 0.5038 1.4244 -2.0903 0.3029 0.3451 0.5922
H -1.1658 -0.9102 -3.3521 0.3352 0.0925 0.5109
H -1.0424 0.4847 -0.8657 -0.6017 -0.6503 0.4853
H 1.6690 2.2134 2.0075 0.0472 0.1340 -0.0700
H 0.8443 0.7364 2.2305 -0.1981 -0.2746 -0.1963
H -0.2002 3.3216 2.4433 0.4179 0.2565 -0.2713
H -1.3647 0.5576 2.6314 -0.2904 0.2949 -0.1577
H -2.1935 2.0730 3.2231 -0.2618 -0.1599 -0.1202
H -0.6357 1.5767 3.8338 -0.1317 -0.1379 0.2223
H -1.9616 3.6955 1.1453 0.1150 0.1642 0.2792
H -2.2005 0.7777 0.5269 -0.2764 -0.2180 0.3667
H -2.9836 1.9911 -0.4443 -0.1310 -0.0549 -0.0736
H -3.3788 1.9477 1.2422 -0.0245 -0.3614 0.3147
H 0.2622 3.4723 -0.4051 0.2262 -0.1534 -0.3323
H -1.1889 4.2918 -0.8292 -0.2932 0.0484 -0.1426
H -0.9771 2.6535 -1.4096 0.0958 -0.1361 -0.0093
H 3.4835 -1.1076 0.3426 -0.0371 -0.1189 -0.3448
H 1.4249 -1.1931 2.5335 -0.2259 -0.0230 -0.3209
H 3.1746 -0.2580 3.9367 0.1882 0.3808 -0.1840
H 3.0652 -1.9743 4.0932 -0.0186 -0.0618 0.1132
H 4.3970 -1.3484 3.1774 0.1772 0.2647 -0.1383
Br -5.8443 1.9331 -0.8741 -0.1275 0.0292 -0.0717
C -6.3355 0.3607 -1.9124 -0.0948 0.1071 0.2917
C -5.6264 -0.8659 -1.4003 0.1279 -0.1553 -0.2112
Br -3.7492 -0.9123 -1.9353 -0.1397 0.0652 0.1585
H -6.1100 0.5858 -2.9466 0.0641 -0.0293 -0.0050
H -7.4123 0.2555 -1.7925 0.0226 -0.0520 0.0182
H -6.0645 -1.7701 -1.8184 -0.0490 0.0576 -0.0469
H -5.6378 -0.9261 -0.3162 0.0001 0.0251 -0.0054
Br -5.1893 1.9502 4.8607 0.0585 0.0155 -0.0916
C -5.7548 0.3962 3.8343 -0.1935 0.1021 0.2043
C -5.0442 -0.8516 4.2837 0.1252 -0.2102 -0.2105
Br -3.2166 -0.9004 3.6174 -0.3014 -0.2442 0.1910
H -5.5829 0.6313 2.7875 0.0587 -0.0545 0.0103
H -6.8245 0.3071 4.0147 0.0240 -0.0442 0.0365
H -5.5286 -1.7342 3.8696 -0.0583 0.0500 -0.0048
H -4.9904 -0.9442 5.3645 -0.0590 0.1005 0.0008
Br 8.0612 1.2126 3.5560 -0.1334 0.1449 0.0257
C 7.8142 1.7281 1.6931 0.2412 -0.0687 0.0839
C 8.2079 3.1623 1.4565 -0.2285 0.0953 -0.0847
Br 6.8403 4.3747 2.1219 0.0532 0.0337 0.0411
H 6.7754 1.5295 1.4486 0.0315 0.0005 -0.0186
H 8.4510 1.0560 1.1216 -0.0080 0.0451 -0.0532
H 8.2790 3.3640 0.3896 -0.0130 -0.0587 -0.0018
H 9.1407 3.4379 1.9383 -0.0117 -0.0658 0.0335
Br -5.6038 -1.1517 -5.0420 0.0477 -0.1335 -0.1650
C -6.7532 -1.0569 -6.6102 0.1686 0.1637 0.1128
C -8.1598 -0.6665 -6.2415 -0.1847 -0.1804 -0.1170
Br -9.1314 -2.1547 -5.4477 0.0309 0.0681 0.0668
H -6.6962 -2.0231 -7.1011 -0.0758 0.0004 0.0108
H -6.3039 -0.2999 -7.2498 -0.0422 0.0157 0.0091
H -8.7263 -0.3954 -7.1299 0.0432 -0.0023 -0.0134
H -8.1971 0.1497 -5.5270 0.0613 0.0030 -0.0141
Br -8.4594 -2.1401 5.6159 0.0921 0.0238 -0.0177
C -7.3958 -2.8243 7.0971 -0.2335 -0.1025 -0.0635
C -7.5613 -1.9842 8.3357 0.2530 0.1084 0.0911
Br -6.5631 -0.3212 8.1976 -0.0607 0.0234 -0.0536
H -6.3676 -2.8661 6.7514 0.0128 0.0268 0.0558
H -7.7604 -3.8349 7.2689 -0.0061 0.0209 0.0261
H -7.1490 -2.4990 9.2011 0.0001 -0.0453 -0.0414
H -8.5942 -1.7165 8.5338 -0.0152 -0.0485 -0.0671
Br 7.4286 -1.7858 0.6079 -0.0742 -0.0203 0.0808
C 8.7067 -1.8636 2.0773 0.0313 -0.0150 -0.2929
C 9.6619 -3.0157 1.9166 -0.0107 -0.1823 0.2057
Br 8.8229 -4.7106 2.3758 0.0144 0.0207 -0.0830
H 8.1280 -1.9141 2.9930 0.0319 -0.0257 0.0091
H 9.2420 -0.9189 2.0433 0.0626 -0.0414 0.0373
H 10.4979 -2.9143 2.6057 -0.0253 0.0574 0.0050
H 10.0383 -3.1151 0.9034 -0.0343 0.0491 -0.0064
```
Forces are in eV/Å.

## Properties
Structure (SMILES): COCCCC[C@]1(CN)[C@@H](S)NC(=O)[C@@]1(OC[C@H](C)C(C)C)[C@@H](Br)[C@H](C)Br.BrCCBr.BrCCBr.BrCCBr.BrCCBr.BrCCBr.BrCCBr
LUMO in eV: 0.28
Net charge: 0
M in g mol⁻¹: 1659.56
Frontier orbital gap in Ha: 0.329
E_HOMO in eV: -8.67

***

Record 3
A molecular structure, C16H25FeN6O2P, computed with ωB97M-V/def2-TZVPD.

Structure (XYZ):
```
51
Properties=species:S:1:pos:R:3:forces:R:3
Fe 0.1360 1.1993 -0.0557 -1.1075 -1.1338 0.2875
C 3.0085 -2.9023 -2.1463 -0.0189 0.0108 0.0195
N 2.6181 -1.5214 -1.8072 0.0783 0.0038 -0.0519
C 3.3041 -0.3999 -2.2094 -0.0558 -0.0185 0.0097
C 2.6391 0.6707 -1.7061 -0.0161 -0.1248 0.0171
N 1.5481 0.2008 -0.9970 0.4542 0.4958 -0.2208
C 1.5638 -1.1436 -1.0790 -0.0953 0.0565 0.0698
P 0.3031 -2.2719 -0.3509 0.2406 0.0085 -0.0832
C -1.1331 -1.3769 -1.0159 -0.0443 -0.0463 0.0805
N -1.3211 -0.0553 -0.9117 -0.0457 0.1874 -0.2379
C -2.5200 0.2200 -1.5326 0.0740 0.0282 0.0619
C -3.0476 -0.9455 -1.9915 -0.0415 -0.0188 -0.0062
N -2.1668 -1.9379 -1.6622 0.0120 -0.0267 -0.0426
C -2.3790 -3.3625 -1.9626 -0.0180 0.0263 0.0374
C 0.2540 -1.4747 1.2901 -0.0280 0.0150 -0.0464
N 0.1066 -0.1575 1.4935 0.2071 0.1420 0.2353
C 0.0874 0.0330 2.8582 -0.0958 -0.0090 -0.0712
C 0.2128 -1.1760 3.4645 0.0246 -0.0262 0.0071
N 0.3198 -2.1096 2.4683 0.0443 -0.0408 0.0241
C 0.4539 -3.5566 2.7053 -0.0353 0.0298 0.0042
H 3.9178 -2.8590 -2.7370 0.0021 -0.0049 -0.0012
H 2.2242 -3.3762 -2.7311 0.0006 0.0070 -0.0095
H 3.1992 -3.4665 -1.2370 0.0070 0.0048 0.0021
H 4.1913 -0.4551 -2.8178 0.0081 -0.0258 0.0178
H 2.8726 1.7176 -1.8077 -0.0114 -0.0038 0.0111
H -2.9224 1.2116 -1.6222 0.0172 0.0012 0.0158
H -3.9655 -1.1435 -2.5196 0.0092 -0.0106 -0.0076
H -2.8162 -3.4452 -2.9536 0.0161 -0.0043 -0.0100
H -3.0548 -3.7936 -1.2273 -0.0057 0.0038 -0.0018
H -1.4287 -3.8876 -1.9439 0.0032 -0.0013 -0.0062
H -0.0333 0.9967 3.3169 0.0014 0.0013 -0.0159
H 0.2435 -1.4444 4.5075 -0.0207 -0.0081 -0.0039
H 1.0958 -3.7056 3.5688 0.0118 -0.0032 -0.0061
H 0.9043 -4.0301 1.8382 -0.0016 -0.0004 -0.0023
H -0.5263 -3.9868 2.8984 -0.0006 0.0011 0.0045
C 1.4425 3.0291 2.2000 0.0156 0.0415 -0.0617
O 0.2932 2.6353 1.3865 0.2059 0.1426 0.0242
C -0.8444 3.5284 1.5101 -0.0415 0.1054 -0.0332
C -1.8942 2.9344 0.6026 0.1421 0.1418 0.0802
O -1.2424 2.6278 -0.6557 0.0389 0.2172 0.0238
C -1.0474 3.7852 -1.5302 0.0365 -0.0678 -0.0646
H 1.1727 2.9708 3.2523 -0.0073 0.0033 0.0022
H 1.7229 4.0479 1.9390 0.0176 -0.0077 -0.0163
H 2.2541 2.3422 1.9755 -0.0158 -0.0232 0.0098
H -0.5304 4.5241 1.1948 -0.0177 0.0157 0.0185
H -1.1823 3.5790 2.5462 0.0487 -0.1020 0.0155
H -2.7427 3.6024 0.4558 0.0290 0.0157 -0.0892
H -2.2647 1.9795 0.9855 -0.0222 0.0126 0.0206
H -2.0149 4.2584 -1.6835 -0.0019 -0.0027 -0.0097
H -0.6683 3.4029 -2.4736 -0.0038 -0.0046 -0.0016
H -0.3428 4.4883 -1.0899 0.0062 -0.0041 0.0006
```
Forces are in eV/Å.

## Properties
Energy above the lowest of the compared OMol25 structures with the same formula, charge and spin in kJ/mol: 36.2
LUMO (alpha / beta) in eV: -8.76 / -11.82
2S+1: 6
Net charge: +3
M in g mol⁻¹: 420.23
Frontier orbital gap (alpha / beta) in Ha: 0.349 / 0.236
E_HOMO (alpha / beta) in eV: -18.27 / -18.24

***

Record 4
A single C3H7NO2 molecule, computed with ωB97M-V/def2-TZVPD.

Structure (XYZ):
```
13
Properties=species:S:1:pos:R:3:forces:R:3
C 0.9201 -1.7680 -0.0335 0.2039 -0.1432 -0.1452
O -0.0188 -1.0642 0.7484 -0.1227 0.1133 0.0258
C -0.3980 0.1575 0.2591 0.0789 0.2542 -0.2262
N -1.5281 0.7206 0.8995 0.0327 -0.1783 0.1412
C 0.1688 0.8149 -0.7583 0.1928 -0.3640 0.1242
O -0.3462 1.9772 -1.2545 -0.2673 0.1094 0.0841
H 1.9240 -1.3301 0.0542 -0.1412 -0.0496 -0.0021
H 0.6248 -1.7623 -1.0917 0.0260 -0.0432 0.1558
H 0.9386 -2.7935 0.3388 0.0220 0.1553 -0.0264
H -1.2615 1.2455 1.7269 -0.0191 -0.0293 -0.0702
H -2.1740 -0.0063 1.1902 0.0296 0.0751 -0.0785
H 1.0768 0.5047 -1.2599 -0.1639 -0.0171 0.0767
H -1.2157 2.0712 -0.8291 0.1282 0.1175 -0.0592
```
Forces are in eV/Å.

## Properties
Energy above the lowest of the compared OMol25 structures with the same formula, charge and spin in kJ/mol: 201.3
Structure (SMILES): CO/C(N)=C/O
LUMO in eV: 0.88
Net charge: 0
M in g mol⁻¹: 89.09
Frontier orbital gap in Ha: 0.324
E_HOMO in eV: -7.92